(1)
Formula: C3H4LiO3V
Source: the Open Molecules 2025 dataset
Level of theory: wB97M-V/def2-TZVPD

Results
Spin multiplicity   5
Frontier orbital gap (spin up / spin down)   0.2360 / 0.2421 Eh
DFT total energy   -1293.77981 Eh
Energy above the lowest of the compared OMol25 structures with the same formula, charge and spin   0.0 kJ/mol

Geometry (Å):
C  -1.0033  0.2012  0.2602
C  0.3780  -0.3595  0.1097
O  1.2872  0.7237  -0.0392
C  2.5790  0.4582  -0.2683
O  2.9212  -0.7463  -0.3293
O  -1.9664  -0.5146  0.4620
H  -1.0931  1.3053  0.3007
H  0.3968  -1.0266  -0.7661
H  0.6170  -0.9695  0.9948
V  4.5157  0.3455  -0.6347
Li  -3.8763  -0.2775  0.4509
H  -4.7558  0.8601  -0.5410

Here are the Mulliken charges for atoms 1 to 8, given in e: C 0.024; C -0.219; O -0.362; C 0.196; O -0.542; O -0.450; H 0.356; H 0.302

***

(2)
Formula: C4H7NO
Source: the Open Molecules 2025 dataset
Level of theory: wB97M-V/def2-TZVPD

Results
Structure (SMILES)   C[C@H]1CN=CO1
Frontier orbital gap   0.3840 Eh
DFT total energy   -286.57298 Eh
Energy above the lowest of the compared OMol25 structures with the same formula, charge and spin   154.0 kJ/mol

Geometry (Å):
C  1.4772  0.5011  0.2121
C  0.3753  -0.2002  -0.5817
C  -0.4621  -1.1318  0.2690
N  -1.4863  -0.2086  0.7765
C  -1.6472  0.7050  -0.0913
O  -0.7700  0.8390  -1.0901
H  1.4086  1.5533  -0.0493
H  1.3689  0.3951  1.3019
H  2.4857  0.1527  -0.0536
H  0.6567  -0.5083  -1.5750
H  -0.9467  -1.9199  -0.3255
H  0.0407  -1.6351  1.1098
H  -2.5202  1.3576  -0.0198

Here are the Mulliken charges for atoms 1 to 8, given in e: C -1.270; C 0.370; C -0.547; N -0.520; C 0.065; O -0.449; H 0.313; H 0.324

***

(3)
Formula: C2H12Br2N4O4Pt
Source: the Open Molecules 2025 dataset
Level of theory: wB97M-V/def2-TZVPD

Results
Spin multiplicity   3
Frontier orbital gap (spin up / spin down)   0.2597 / 0.2846 Eh
DFT total energy   -5870.71740 Eh

Geometry (Å):
Pt  -0.0693  0.1126  0.5218
Br  -2.3119  0.7106  -1.0566
Br  2.1156  -0.6822  2.0090
C  0.6782  3.2103  0.4346
O  0.3437  2.1755  0.9767
N  -0.1669  3.9661  -0.1452
N  1.7855  3.7874  0.3094
H  0.0991  4.6553  -0.8339
H  -1.1446  3.7136  -0.1681
H  2.4772  3.4537  0.9653
H  1.8341  4.6724  -0.1750
C  -0.6023  -3.0872  -0.5328
O  -0.2695  -1.9849  -0.0935
N  -1.4041  -3.9320  -0.0342
N  -0.1745  -3.6245  -1.6207
H  -1.8159  -3.7543  0.8707
H  -1.5362  -4.8109  -0.5140
H  -0.6081  -4.4388  -2.0319
H  0.5859  -3.0980  -2.0264
O  1.3680  0.3544  -1.1106
H  1.2290  0.1030  -2.0236
H  2.2545  0.7152  -1.0933
O  -1.3238  -0.5628  2.1973
H  -1.0713  -1.1794  2.8845
H  -2.2724  -0.4748  2.2905

Here are the Mulliken charges for atoms 1 to 8, given in e: Pt 1.162; Br -0.698; Br -0.681; C 0.692; O -0.579; N -0.384; N -0.363; H 0.141

***

(4)
Formula: C18H20BrN2O4RhS4SbSe4
Source: the Open Molecules 2025 dataset
Level of theory: wB97M-V/def2-TZVPD

Results
Net charge   -1
Frontier orbital gap   0.2307 Eh
DFT total energy   -15231.86082 Eh

Geometry (Å):
Rh  -0.0406  0.7312  -0.0968
O  1.2054  -0.1734  5.8755
C  0.9951  0.2591  4.6109
C  -0.2427  0.6881  4.1565
C  -0.3678  1.0588  2.8373
N  0.6515  1.0259  1.9632
C  1.8415  0.6980  2.4522
Br  3.3156  0.8521  1.2763
C  2.0830  0.3058  3.7498
H  0.3607  -0.2230  6.3362
H  -1.1196  0.7074  4.7919
H  -1.3232  1.4053  2.4669
H  3.0697  0.0185  4.0773
C  1.3372  1.5833  -3.3941
C  -0.0757  1.0766  -3.6070
S  -1.0741  0.6130  -2.1567
C  -2.2504  1.9886  -2.0397
C  -1.7114  3.2665  -1.4392
S  -0.7477  2.9226  0.0738
C  0.7769  3.8612  -0.2214
C  1.8225  3.2172  -1.1109
S  1.5143  3.3166  -2.8917
H  1.8528  1.5231  -4.3558
H  1.8761  0.9349  -2.7032
H  -0.0203  0.1503  -4.1753
H  -0.6664  1.7974  -4.1765
H  -3.0657  1.5871  -1.4368
H  -2.6750  2.1604  -3.0304
H  -2.5388  3.9110  -1.1414
H  -1.0530  3.7854  -2.1329
H  1.1964  3.9877  0.7800
H  0.4832  4.8510  -0.5773
H  1.9194  2.1624  -0.8551
H  2.7887  3.6871  -0.9127
O  0.4277  -1.9293  2.1079
S  1.2443  -2.2148  0.9612
O  2.6654  -2.3105  1.1819
N  0.9209  -1.1982  -0.2967
C  0.7591  -1.9099  -1.4528
O  0.7016  -1.4268  -2.5736
C  0.5890  -3.3779  -1.2003
C  0.2614  -4.3573  -2.1193
C  0.0871  -5.6545  -1.6534
C  0.2445  -5.9572  -0.3025
C  0.5866  -4.9712  0.6156
C  0.7421  -3.6901  0.1296
H  0.1301  -4.0983  -3.1615
H  -0.1869  -6.4418  -2.3442
H  0.0896  -6.9735  0.0371
H  0.7077  -5.1916  1.6679
Se  -3.8646  -1.4475  2.2584
Sb  -4.3253  0.6548  1.0494
Se  -2.1567  -0.6169  0.6863
Se  -5.8495  0.6515  -0.8046
Se  -3.8917  2.7238  2.2209

Here are the Mulliken charges for atoms 1 to 8, given in e: Rh 0.836; O -0.575; C 1.031; C -0.840; C -0.295; N 0.264; C -0.386; Br -0.068

***

(5)
Formula: C4H5NO
Source: the Open Molecules 2025 dataset
Level of theory: wB97M-V/def2-TZVPD

Results
Structure (SMILES)   C#CC(=O)NC
Frontier orbital gap   0.3991 Eh
DFT total energy   -285.34386 Eh
Energy above the lowest of the compared OMol25 structures with the same formula, charge and spin   185.7 kJ/mol

Geometry (Å):
C  -1.8958  -0.1728  -0.0375
N  -0.4939  -0.6130  -0.2433
C  0.3890  0.3139  0.1978
O  -0.0208  1.3207  0.7526
C  1.8307  0.1393  0.0259
C  3.0321  0.2255  0.0039
H  -2.5608  -1.0298  -0.0534
H  -2.1814  0.5745  -0.7901
H  -2.0299  0.3511  0.9228
H  -0.1666  -1.4215  -0.7720
H  4.0973  0.3121  -0.0066

Here are the Mulliken charges for atoms 1 to 8, given in e: C -0.730; N -0.222; C 0.410; O -0.565; C -0.450; C 0.097; H 0.311; H 0.260

***

(6)
Formula: C43H42AsMgN2S4
Source: the Open Molecules 2025 dataset
Level of theory: wB97M-V/def2-TZVPD

Results
Net charge   -1
Frontier orbital gap   0.2434 Eh
DFT total energy   -5802.00066 Eh

Geometry (Å):
Mg  0.1890  0.1791  1.9528
S  0.8915  2.4661  2.9604
C  2.2066  2.1584  4.0035
C  2.7153  3.2222  4.7776
C  3.7865  3.0662  5.6192
C  4.4212  1.8309  5.7320
C  3.9418  0.7680  4.9936
C  2.8413  0.9120  4.1617
S  2.3214  -0.5463  3.2810
C  1.3191  -1.3744  4.5601
C  -0.1769  -1.2439  4.5634
C  -0.8627  -2.1442  5.3738
C  -2.2431  -2.0668  5.4532
C  -2.8854  -1.0734  4.7393
C  -2.1293  -0.2013  3.9552
C  -2.8483  0.9237  3.2689
S  -2.2704  1.5198  1.6431
C  -2.5267  0.1505  0.4900
C  -3.6490  0.3562  -0.5503
C  -4.2272  -2.2455  -0.6869
C  -3.0240  -2.7746  -1.3563
C  -1.7959  -2.6651  -0.8503
C  -1.4936  -1.7597  0.2643
S  -0.2215  -2.3170  1.3920
N  -0.8033  -0.3038  3.8713
H  2.2263  4.1804  4.6732
H  4.1480  3.9101  6.1925
H  5.2790  1.7066  6.3767
H  4.4197  -0.2007  5.0498
H  1.7049  -1.0171  5.5196
H  1.5653  -2.4331  4.4529
H  -0.3186  -2.9000  5.9176
H  -2.8028  -2.7629  6.0595
H  -3.9603  -0.9744  4.7737
H  -2.7187  1.8267  3.8734
H  -3.9138  0.6935  3.1875
H  -4.1954  1.2961  -0.4151
H  -5.1047  -2.8585  -0.8857
H  -3.2063  -3.3829  -2.2340
H  -0.9481  -3.1484  -1.3136
C  1.1978  -5.1005  -3.2699
C  1.4016  -3.6686  -2.8758
C  0.9455  -2.6313  -3.6660
C  1.0419  -1.3011  -3.2704
C  0.5941  -0.3079  -4.3133
C  1.5928  -0.9659  -2.0229
As  1.4106  0.7469  -0.9177
N  -0.0523  0.3776  0.0466
C  -1.2433  -0.2499  -0.3145
C  -1.6723  -0.1109  -1.7321
C  -2.9275  0.2864  -1.8640
C  -4.6087  -0.8083  -0.3569
C  -4.0966  -1.7209  0.7155
C  -2.7100  -1.2491  1.0697
C  0.9938  2.1628  -2.3242
C  -0.0751  3.0597  -2.2702
C  -1.0012  3.1465  -1.0949
C  -0.2910  3.9563  -3.3136
C  0.5658  4.0374  -4.3951
C  0.2761  4.9421  -5.5583
C  1.7220  3.2675  -4.3580
C  1.9540  2.3633  -3.3361
C  3.2427  1.5934  -3.3207
C  2.1829  -2.0138  -1.2885
C  2.9678  -1.7966  -0.0257
C  2.0642  -3.3315  -1.7065
H  0.8376  -5.1699  -4.2939
H  0.4629  -5.5658  -2.6133
H  2.1261  -5.6625  -3.1845
H  0.4797  -2.8552  -4.6199
H  -0.3298  -0.6398  -4.7893
H  1.3601  -0.2424  -5.0907
H  0.4438  0.6867  -3.9101
H  -0.9837  -0.3083  -2.5277
H  -3.4450  0.4934  -2.7887
H  -5.6675  -0.5827  -0.4244
H  -4.7350  -2.0892  1.5083
H  -2.5264  -1.3525  2.1383
H  -0.5764  2.6411  -0.2307
H  -1.9682  2.6967  -1.3200
H  -1.1670  4.1923  -0.8356
H  -1.1583  4.6037  -3.2726
H  -0.6693  5.4616  -5.4159
H  0.2161  4.3633  -6.4810
H  1.0650  5.6846  -5.6792
H  2.4494  3.3728  -5.1549
H  3.8239  1.7894  -4.2204
H  3.0565  0.5219  -3.2407
H  3.8278  1.8845  -2.4445
H  3.3531  -0.7759  0.0496
H  3.8023  -2.4994  0.0169
H  2.3193  -1.9912  0.8340
H  2.4781  -4.1165  -1.0856

Here are the Mulliken charges for atoms 1 to 8, given in e: Mg 1.080; S -0.484; C 0.896; C -0.725; C -0.498; C -0.656; C -0.378; C -0.447

***

Q: Which of these has the highest DFT total energy?
A: C4H5NO

***

Q: Look up the DFT total energy of the fourth one.
A: -15231.86082 Eh

***

Q: What is the DFT total energy in the fifth record?
A: -285.34386 Eh